Entry 1:
{"formula": "F2H4SSi2", "method": "wB97M-V/def2-TZVPD", "elements": ["F", "Si", "F", "H", "H", "Si", "S", "H", "H"], "xyz": [[-3.123407, 1.055166, 0.432559], [-3.260417, -0.413261, -0.207511], [-2.143477, -1.247354, 0.649728], [-2.866166, -0.211669, -1.671653], [-4.712663, -0.992064, 0.189702], [4.083329, 0.383392, 0.113068], [2.669235, -0.771673, 0.678459], [4.067708, 1.366028, -0.957511], [5.285862, 0.831431, 0.773155]], "atomic_forces_ev_per_a": [[-0.33, -0.33, -0.28], [-0.16, -0.17, 1.13], [-1.03, 0.36, -1.10], [-0.38, -0.53, 1.02], [1.91, 0.67, -0.76], [0.04, 1.00, -0.09], [-0.35, -0.59, 0.14], [-0.37, 0.00, -0.76], [0.68, -0.41, 0.70]], "nbo_charge": [-0.6617, 1.7541, -0.6545, -0.2202, -0.2177, 0.9811, -0.5748, -0.2048, -0.2015], "homo_energy_ev": -9.45, "homo_lumo_gap_ev": 8.73, "fmax_ev_per_a": 2.16, "e_above_lowest_kcal_mol": 48.2, "charge": 0, "smiles": "F[SiH2]F.[SiH2]=S"}

=====

Entry 2:
{"formula": "F2HNO4S2", "method": "wB97M-V/def2-TZVPD", "elements": ["N", "O", "O", "O", "O", "F", "F", "S", "S", "H"], "xyz": [[-0.001476, -0.160044, -0.076442], [0.967258, -2.184729, 1.222123], [0.810147, -2.253222, -1.145630], [-1.493616, -2.289006, -0.079795], [-2.491534, -0.196145, -1.016968], [2.357694, -0.699168, -0.018012], [-2.351002, -0.430772, 1.366107], [0.895414, -1.487446, -0.002975], [-1.673777, -0.892599, -0.086488], [0.375378, 0.705373, 0.481679]], "atomic_forces_ev_per_a": [[6.32, 2.93, 1.92], [-0.79, 0.60, 1.28], [-0.01, -0.66, -2.93], [-0.33, -2.27, -0.23], [-0.43, -0.19, -1.27], [-1.43, -0.90, -0.22], [-0.56, -0.18, 0.90], [5.52, 1.33, 1.13], [-7.92, 0.85, 0.85], [-0.38, -1.49, -1.43]], "nbo_charge": [-0.7539, -0.7318, -0.7861, -0.8702, -0.8753, -0.5019, -0.5316, 2.4499, 2.1383, 0.4625], "homo_energy_ev": [-6.94, -12.45], "homo_lumo_gap_ev": [6.64, 6.26], "fmax_ev_per_a": 8.01, "spin_multiplicity": 3, "s2": 2.013, "charge": 0}

=====

Entry 3:
{"formula": "F2HNS", "method": "wB97M-V/def2-TZVPD", "elements": ["N", "F", "F", "S", "H"], "xyz": [[-1.072804, 0.238045, 0.538122], [0.689254, 1.068538, -0.863774], [1.594810, -1.557511, -0.180812], [0.345157, 0.474265, 0.630622], [-1.556417, -0.223335, -0.124158]], "atomic_forces_ev_per_a": [[1.05, 0.69, 3.96], [0.61, -0.39, 1.36], [-1.37, 2.13, 0.99], [2.04, -0.86, -3.27], [-2.33, -1.56, -3.03]], "nbo_charge": [-0.9100, -0.4855, -0.6039, 1.5827, 0.4167], "homo_energy_ev": [-10.34, -11.54], "homo_lumo_gap_ev": [7.56, 9.00], "fmax_ev_per_a": 4.15, "e_above_lowest_kcal_mol": 58.4, "charge": 0}

=====

Entry 4:
{"formula": "F2HNdO2P", "method": "wB97M-V/def2-TZVPD", "elements": ["H", "P", "F", "F", "O", "O", "Nd"], "xyz": [[0.029257, 1.862614, 0.253834], [0.035724, 0.369448, -1.062675], [1.256281, -0.429851, -1.580308], [-1.244870, -0.350681, -1.539897], [0.005551, 1.892239, -1.126045], [0.067020, 0.410566, 0.517230], [0.163103, -1.092968, 2.605441]], "atomic_forces_ev_per_a": [[-0.04, -0.05, -3.23], [-0.36, -0.69, -1.47], [-2.04, 1.20, 0.61], [2.09, 0.76, 0.49], [0.24, -0.01, 1.92], [0.15, -1.82, 2.58], [-0.05, 0.62, -0.91]], "nbo_charge": [0.6299, 2.6573, -0.4397, -0.4427, -0.7782, -1.1614, 2.5348], "homo_energy_ev": [-24.41, -26.14], "homo_lumo_gap_ev": [4.62, 10.54], "fmax_ev_per_a": 3.23, "spin_multiplicity": 4, "s2": 4.151, "charge": 3}